This record from OMol25 describes a 2-piece molecular cluster, C9H15NOS4 overall in a non-equilibrium geometry. The level of theory is ωB97M-V/def2-TZVPD.

Each atom is followed by the atoms it is bonded to, with distances in Å.
Atoms and positions in Å:
1 C -2.998 -1.946 -2.247  C2 1.515, O9 1.429, H10 1.107, H11 1.097
2 C -1.549 -1.830 -1.822  C1 1.515, N3 1.467, H12 1.109, H13 1.093
3 N -0.940 -0.719 -2.562  C2 1.467, C4 1.397, C7 1.468
4 C 0.455 -0.658 -2.586  N3 1.397, S5 1.674, S6 1.671
5 S 1.327 -2.005 -2.108  C4 1.674
6 S 1.199 0.788 -2.969  C4 1.671
7 C -1.652 0.563 -2.488  N3 1.468, C8 1.514, H14 1.109, H15 1.093
8 C -3.085 0.320 -2.911  C7 1.514, O9 1.429, H16 1.097, H17 1.107
9 O -3.683 -0.700 -2.109  C1 1.429, C8 1.429
10 H -2.979 -2.301 -3.295  C1 1.107
11 H -3.549 -2.626 -1.585  C1 1.097
12 H -1.536 -1.681 -0.723  C2 1.109
13 H -1.022 -2.754 -2.074  C2 1.093
14 H -1.669 0.993 -1.465  C7 1.109
15 H -1.180 1.265 -3.180  C7 1.093
16 H -3.708 1.204 -2.730  C8 1.097
17 H -3.040 0.046 -3.983  C8 1.107
18 C 2.186 1.153 4.267  C19 1.518, C23 1.518, H24 1.088, H25 1.084
19 C 1.513 1.989 3.194  C18 1.518, S20 1.824, H26 1.090, H27 1.093
20 S 0.699 0.987 1.905  C19 1.824, C21 1.675
21 C 1.924 -0.047 1.417  S20 1.675, S22 1.677, H28 1.089
22 S 2.989 -0.814 2.460  C21 1.677, C23 1.824
23 C 3.411 0.500 3.653  C18 1.518, S22 1.824, H29 1.094, H30 1.090
24 H 2.489 1.794 5.093  C18 1.088
25 H 1.506 0.404 4.657  C18 1.084
26 H 0.715 2.606 3.606  C19 1.090
27 H 2.244 2.620 2.681  C19 1.093
28 H 1.896 -0.391 0.384  C21 1.089
29 H 4.015 1.237 3.116  C23 1.094
30 H 4.021 0.002 4.406  C23 1.090

As for the spin multiplicity: 1. Its LUMO energy is -3.28 eV. The largest force on an atom comes out at 1.46 eV Å⁻¹. As for the orbital gap: 2.78 eV.